1.
The following is a DFT calculation (ωB97M-V with the def2-TZVPD basis set) of one molecule with the formula C4H7N3O.

Geometry as XYZ:
```
15
Properties=species:S:1:pos:R:3:forces:R:3
H 2.811425 -0.504426 -0.421256 -1.8 -2.4 -1.6
N 1.946752 -1.180946 -0.719841 0.4 3.6 4.2
C 1.092158 -0.685662 0.212404 0.7 -2.4 -3.5
N 1.360788 0.485820 0.834262 -0.3 1.9 1.9
N -0.121833 -1.480722 0.319553 2.9 -1.9 -1.6
C -1.422478 -0.961968 0.155713 4.4 2.2 -0.4
C -1.569406 0.380265 -0.156435 -5.6 -2.9 1.7
C -0.837666 1.547897 -0.583653 -1.9 1.0 -1.0
O 0.239799 1.465466 -1.115367 -0.3 1.4 -0.5
H 0.841120 0.818542 1.777949 1.7 -0.9 -3.6
H 1.799718 1.146147 0.065965 -1.5 -1.2 3.0
H 0.304410 -2.371369 -0.301425 -2.3 2.5 2.2
H -2.150334 -1.672766 0.490726 -0.8 0.2 -0.4
H -2.736336 0.441526 -0.029924 2.1 1.2 -0.4
H -1.558117 2.572196 -0.528671 2.1 -2.2 -0.1
```
Forces are in eV/Å.

Calculated values
Largest force on an atom in eV Å⁻¹: 6.5
SMILES string: [H]/N=C(\N)N/C=C\C=O
Orbital gap in eV: 8.5
Energy in eV: -10775.256

***

2.
The following is a DFT calculation (ωB97M-V with the def2-TZVPD basis set) of one molecule with the formula C4H7N3O.

Geometry as XYZ:
```
15
Properties=species:S:1:pos:R:3:forces:R:3
C 3.119680 0.569250 0.316969 -1.3 -2.0 2.0
N 1.702496 0.208874 0.026017 -0.5 1.4 1.3
C 1.241540 -0.916725 -0.328942 -0.3 0.0 0.7
N -0.117158 -1.406069 -0.180173 1.4 1.6 -0.5
C -1.094279 -0.564629 -0.100811 1.0 -0.8 0.9
N -2.265343 -0.845383 0.450706 -5.9 1.1 -0.9
C -1.053287 0.944008 -0.370752 1.7 3.9 0.1
O -1.901755 1.773221 0.023435 1.7 -3.0 -1.3
H 3.357120 0.667668 1.481126 -0.8 -0.8 -2.4
H 3.698097 -0.145247 -0.200381 1.4 -1.3 0.1
H 3.495334 1.462120 -0.057424 -0.4 2.1 -1.0
H 1.876364 -1.730823 -0.611289 0.6 -0.7 -0.3
H -2.828119 -1.771445 0.845484 2.7 3.2 -1.9
H -2.885107 0.064212 -0.016766 1.0 -3.6 2.7
H -0.021549 1.374377 -0.802869 -2.4 -1.2 0.6
```
Forces are in eV/Å.

Calculated values
Largest force on an atom in eV Å⁻¹: 6.0
SMILES string: C/N=C/N=C(/N)C=O
Orbital gap in eV: 8.7
Energy in eV: -10775.700

***

3.
The following is a DFT calculation (ωB97M-V with the def2-TZVPD basis set) of a 2-piece molecular cluster, C4H7N3O overall.

Geometry as XYZ:
```
15
Properties=species:S:1:pos:R:3:forces:R:3
H -2.605198 3.124445 0.406330 0.3 -0.4 0.1
N -2.200090 2.275375 -0.008381 0.0 0.5 0.1
C -1.615969 1.502738 0.798785 -1.0 -0.1 -0.3
C -0.975766 0.205002 0.842987 -0.1 1.2 0.7
C -0.538003 -0.825875 0.161930 0.4 -0.4 0.0
C -1.213621 0.940811 2.057376 -0.2 0.2 0.9
N -1.296799 0.847818 3.394145 -0.8 1.9 -3.8
O -0.813429 -0.053713 4.014413 1.4 -2.9 2.4
H 0.031091 -1.570953 0.652396 0.3 -0.8 0.4
H -0.680853 -0.933920 -0.889135 -0.1 0.2 -0.5
H -1.835279 1.535594 3.914727 -0.2 0.6 -0.1
N 3.349532 -1.591725 -4.051988 0.8 -0.1 -0.6
H 3.464535 -2.567407 -4.277758 -0.2 -0.3 -0.2
H 2.665093 -1.555287 -3.326969 -0.3 0.2 0.6
H 4.264756 -1.332904 -3.688857 -0.4 0.3 0.2
```
Forces are in eV/Å.

Calculated values
Largest force on an atom in eV Å⁻¹: 4.3
SMILES string: [H]/N=C1/C(=C)/C1=[NH+]\[O-].N
Orbital gap (spin up / spin down) in eV: 7.8 / 7.7
Energy in eV: -10773.395

***

4.
The following is a DFT calculation (ωB97M-V with the def2-TZVPD basis set) of one molecule with the formula C4H7N3O.

Geometry as XYZ:
```
15
Properties=species:S:1:pos:R:3:forces:R:3
N 0.197162 1.542563 0.582161 4.4 3.3 -3.1
C -0.654338 0.585513 0.067134 1.3 -1.0 -4.4
C -1.335114 0.143060 1.160947 -2.4 -4.1 7.2
C -0.354774 -0.832921 0.447769 -1.0 -2.1 2.9
N 1.052631 -1.066500 0.254711 -1.7 4.0 2.8
N 1.046705 -0.655560 -1.019903 -1.1 3.4 -6.8
C -0.162195 0.245489 -1.325027 1.7 -2.1 -1.4
O -0.428898 0.446103 -2.480345 -0.4 0.6 0.7
H 1.195496 1.135432 0.755766 -2.0 0.9 -0.6
H 0.164822 1.992139 -0.413539 1.8 1.2 2.8
H -0.791611 0.716904 2.089170 -2.5 -1.6 -2.0
H -2.273873 -0.506678 1.339614 1.2 2.0 -0.4
H -1.065207 -1.439281 -0.119396 0.8 -0.5 -0.3
H 1.533514 -1.882937 0.275656 0.6 -3.5 1.0
H 1.875679 -0.423326 -1.614718 -0.7 -0.4 1.4
```
Forces are in eV/Å.

Calculated values
Largest force on an atom in eV Å⁻¹: 8.6
SMILES string: N[C@]12C[C@@H]1NNC2=O
Orbital gap in eV: 9.2
Energy in eV: -10771.564

***

5.
The following is a DFT calculation (ωB97M-V with the def2-TZVPD basis set) of one molecule with the formula C4H7N3O.

Geometry as XYZ:
```
15
Properties=species:S:1:pos:R:3:forces:R:3
N -2.671500 -0.415967 0.045482 -1.5 -2.8 0.4
C -1.295551 -0.093190 -0.182270 1.1 2.0 2.1
C -0.826606 1.309969 -0.037362 -0.9 0.0 -0.3
C 0.510929 1.380390 -0.047053 1.9 -2.2 -0.8
N 0.972305 0.009137 -0.251008 2.7 4.9 0.4
N 2.396299 -0.342455 0.127699 -1.7 3.0 2.1
C -0.086547 -0.765242 -0.104538 -2.2 -2.5 -0.6
O 0.263639 -2.058525 -0.010551 0.6 0.2 -0.3
H -3.020930 -0.786165 1.148710 1.7 1.0 -4.7
H -3.021068 -1.032884 -0.815925 0.6 1.4 3.2
H -1.454919 2.185143 0.043306 -0.2 -0.2 0.0
H 1.363807 2.041446 -0.007192 -0.7 0.8 0.0
H 2.584507 0.513357 0.838333 -0.3 -3.0 -1.7
H 3.075552 -0.152868 -0.621126 -1.1 -0.1 -0.3
H 1.210086 -1.792142 -0.126500 0.1 -2.6 0.5
```
Forces are in eV/Å.

Calculated values
Largest force on an atom in eV Å⁻¹: 5.6
SMILES string: Nc1ccn(N)c1O
Orbital gap in eV: 8.3
Energy in eV: -10775.207

***

6.
The following is a DFT calculation (ωB97M-V with the def2-TZVPD basis set) of a 2-piece molecular cluster, C4H7N3O2 overall.

Geometry as XYZ:
```
16
Properties=species:S:1:pos:R:3:forces:R:3
H -4.072438 -1.502180 -0.427267 0.3 0.0 -0.2
N -3.595729 -0.629265 -0.210830 0.0 0.6 0.1
C -2.338634 -0.743795 -0.053393 -0.2 -1.2 0.5
N -1.579876 -1.867447 -0.143267 0.3 -0.1 -0.1
C -1.614451 0.415958 0.471327 -0.7 1.5 -0.1
N -1.323028 1.459773 0.868519 0.1 -0.9 -0.2
H -0.580429 -1.815586 -0.011905 0.0 0.0 -0.1
H -2.001264 -2.740510 -0.413898 0.0 0.2 0.0
C 1.817769 1.653064 0.143652 -0.3 0.2 -0.3
C 1.917106 0.178939 -0.120479 -0.7 -0.6 1.3
O 1.022136 -0.627978 0.044123 0.8 0.7 -0.6
O 3.148563 -0.274140 -0.390019 0.4 -0.3 -0.3
H 0.785540 1.945034 0.317730 0.1 -0.1 0.0
H 2.196418 2.213692 -0.709752 0.1 0.1 0.0
H 2.407896 1.903657 1.025511 0.1 0.0 0.0
H 3.810421 0.430783 -0.390053 -0.2 0.0 -0.1
```
Forces are in eV/Å.

Calculated values
Largest force on an atom in eV Å⁻¹: 1.7
SMILES string: [H]/N=C(\N)C#N.CC(=O)O
Orbital gap in eV: 10.0
Energy in eV: -12826.491

***

Q: Which value of energy does entry 6 give?
A: -12826.491 eV

***

What did the third record say?
The following is a DFT calculation (ωB97M-V with the def2-TZVPD basis set) of a 2-piece molecular cluster, C4H7N3O overall.

Geometry as XYZ:
```
15
Properties=species:S:1:pos:R:3:forces:R:3
H -2.605198 3.124445 0.406330 0.3 -0.4 0.1
N -2.200090 2.275375 -0.008381 0.0 0.5 0.1
C -1.615969 1.502738 0.798785 -1.0 -0.1 -0.3
C -0.975766 0.205002 0.842987 -0.1 1.2 0.7
C -0.538003 -0.825875 0.161930 0.4 -0.4 0.0
C -1.213621 0.940811 2.057376 -0.2 0.2 0.9
N -1.296799 0.847818 3.394145 -0.8 1.9 -3.8
O -0.813429 -0.053713 4.014413 1.4 -2.9 2.4
H 0.031091 -1.570953 0.652396 0.3 -0.8 0.4
H -0.680853 -0.933920 -0.889135 -0.1 0.2 -0.5
H -1.835279 1.535594 3.914727 -0.2 0.6 -0.1
N 3.349532 -1.591725 -4.051988 0.8 -0.1 -0.6
H 3.464535 -2.567407 -4.277758 -0.2 -0.3 -0.2
H 2.665093 -1.555287 -3.326969 -0.3 0.2 0.6
H 4.264756 -1.332904 -3.688857 -0.4 0.3 0.2
```
Forces are in eV/Å.

Calculated values
Largest force on an atom in eV Å⁻¹: 4.3
SMILES string: [H]/N=C1/C(=C)/C1=[NH+]\[O-].N
Orbital gap (spin up / spin down) in eV: 7.8 / 7.7
Energy in eV: -10773.395